(1)
Density functional theory data (ωB97M-V/def2-TZVPD) for a single C3H2BrCl molecule at a distorted geometry.

Values from the calculation:
Kohn-Sham gap (alpha / beta): 8.18 / 7.64 eV
SMILES: ClC1=C(Br)C1
strongest force on any atom: 7.20 eV/Å
HOMO level (alpha / beta): -8.662 / -8.441 eV
energy above the lowest of the compared OMol25 structures with the same formula, charge and spin: 63.59 kcal/mol

```
! wB97M-V def2-TZVPD RIJCOSX def2/J DEFGRID3
* xyz 0 1
C -0.30576 -0.85394 0.12038
C 0.89838 0.06620 -0.46815
C -0.43805 0.65621 0.03654
Cl -1.25603 -2.15145 -0.09255
Br 2.62135 0.22717 0.13903
H -1.08979 0.97932 -0.80117
H -0.43011 1.07650 1.06591
*
```

(2)
Density functional theory data (ωB97M-V/def2-TZVPD) for a molecular structure, C31H34N3OW.

Values from the calculation:
Kohn-Sham gap (alpha / beta): 6.54 / 6.37 eV
strongest force on any atom: 0.68 eV/Å
HOMO level (alpha / beta): -16.711 / -17.070 eV
energy above the lowest of the compared OMol25 structures with the same formula, charge and spin: 16.38 kcal/mol

```
! wB97M-V def2-TZVPD RIJCOSX def2/J DEFGRID3
* xyz 3 3
W 0.39821 -0.11934 0.76811
C -2.36965 -3.15555 1.18555
C -1.16953 -3.40193 2.10741
C -1.52448 -3.20860 3.58041
C 0.05819 -2.62989 1.67977
C 0.41121 -2.51427 0.30333
C 1.66170 -2.02624 -0.10620
C 2.55430 -1.43910 0.80716
C 3.89046 -0.91681 0.38013
C 2.11964 -1.38452 2.14097
C 0.93910 -2.02374 2.57371
H -3.23642 -3.69107 1.56777
H -2.20484 -3.51239 0.16957
H -2.63241 -2.09359 1.13933
H -0.87384 -4.45207 1.98225
H -1.74108 -2.16342 3.81949
H -0.73607 -3.55895 4.24654
H -2.41460 -3.78861 3.81545
H -0.25874 -2.89217 -0.45851
H 1.90203 -2.04563 -1.16169
H 4.62891 -1.71311 0.50469
H 4.21278 -0.07732 0.99474
H 3.89452 -0.62571 -0.66885
H 2.73034 -0.86783 2.87067
H 0.70023 -1.99761 3.62795
C 0.55865 1.88956 4.81650
C -0.16668 1.19981 3.71802
O 0.47956 0.74102 2.72713
N -1.47712 1.05858 3.78071
C -2.26760 0.50607 2.67915
C -2.25237 1.47134 1.52329
C -3.26330 2.40044 1.38472
C -3.15733 3.39767 0.42521
C -2.01358 3.44300 -0.35414
C -1.05678 2.46348 -0.19564
N -1.16618 1.46915 0.71171
H 1.42905 1.30308 5.10762
H -0.07273 2.06431 5.68444
H 0.92427 2.84957 4.44516
H -1.96230 1.43192 4.58515
H -3.28167 0.35197 3.03894
H -1.86750 -0.47149 2.40159
H -4.12800 2.34920 2.03301
H -3.94445 4.13008 0.30297
H -1.86119 4.21847 -1.09133
H -0.16923 2.46887 -0.80933
N 0.50606 0.26492 -0.99201
C 0.67579 0.47035 -2.27491
C 0.04002 -0.46289 -3.19701
C -1.17512 -1.07810 -2.85063
C -1.76509 -1.97852 -3.71264
C -1.13548 -2.30173 -4.91450
C 0.07620 -1.71631 -5.25603
C 0.66154 -0.78949 -4.41072
C 1.47449 1.59861 -2.72300
C 2.46819 2.14628 -1.89197
C 3.21121 3.22666 -2.31579
C 2.95781 3.79252 -3.56521
C 1.96366 3.27664 -4.38604
C 1.22575 2.18044 -3.97656
H -1.67574 -0.79725 -1.93065
H -2.72084 -2.42255 -3.46936
H -1.59822 -3.01030 -5.58861
H 0.56355 -1.97962 -6.18469
H 1.61326 -0.34698 -4.67305
H 2.67549 1.69194 -0.93006
H 3.99439 3.63044 -1.68899
H 3.54117 4.64098 -3.89778
H 1.76264 3.73042 -5.34670
H 0.43582 1.79685 -4.60770
*
```

(3)
Density functional theory data (ωB97M-V/def2-TZVPD) for a single C5H5F3N2O2S molecule at a distorted geometry.

Values from the calculation:
Kohn-Sham gap: 8.67 eV
SMILES: CS(=O)(=O)/N=C/C(F)=C(F)\N=C/F
strongest force on any atom: 5.11 eV/Å
HOMO level: -9.456 eV
energy above the lowest of the compared OMol25 structures with the same formula, charge and spin: 16.14 kcal/mol

```
! wB97M-V def2-TZVPD RIJCOSX def2/J DEFGRID3
* xyz 0 1
C 0.58580 1.08591 0.29443
C 1.92577 0.79256 0.57959
C 2.63485 -0.42602 0.31260
C 1.21354 -1.74469 -0.91442
C -2.62482 -0.03477 0.71230
N 1.88306 -1.51397 0.09417
N -0.06603 0.31400 -0.44353
O -2.27828 0.05386 -1.83178
O -1.87894 2.11431 -0.54611
F 2.66080 1.76723 1.21004
F 3.90534 -0.65614 0.62453
F 1.30354 -1.13240 -2.09691
S -1.75656 0.69775 -0.65023
H 0.35712 2.07655 0.75936
H 0.38238 -2.60147 -1.02158
H -2.43043 -1.13933 0.62716
H -2.10681 0.24662 1.69228
H -3.71034 0.10001 0.59811
*
```

(4)
Density functional theory data (ωB97M-V/def2-TZVPD) for 10 unconnected molecules or ions with the total composition C16H53B2O13 at a distorted geometry.

Values from the calculation:
Kohn-Sham gap: 6.46 eV
strongest force on any atom: 1.04 eV/Å
HOMO level: -4.456 eV
energy above the lowest of the compared OMol25 structures with the same formula, charge and spin: 0.00 kcal/mol

```
! wB97M-V def2-TZVPD RIJCOSX def2/J DEFGRID3
* xyz -1 1
C -4.43813 0.72111 -3.32990
C -3.21450 0.87811 -4.24782
C -2.63861 2.31369 -4.24137
C -2.12379 -0.19418 -4.03970
C -1.82180 -0.63612 -2.59678
C -1.08437 0.38307 -1.71898
O -1.95602 1.39151 -1.28597
B -2.45803 0.92137 0.04788
O -1.20552 0.43934 0.69373
C -0.52538 -0.22591 -0.37146
B 1.01061 0.10919 -0.13646
O 1.90756 0.18754 -1.19780
O 1.49580 0.38459 1.13433
H -5.08835 -0.06376 -3.73080
H -4.17977 0.50726 -2.29703
H -5.01762 1.64670 -3.35754
H -3.58042 0.73004 -5.27164
H -2.19851 2.50128 -5.22616
H -1.84812 2.42796 -3.50882
H -3.44645 3.02244 -4.06819
H -2.45073 -1.08865 -4.57221
H -1.18803 0.14899 -4.49022
H -2.71271 -0.99151 -2.08300
H -1.17094 -1.52313 -2.68305
H -0.24567 0.76893 -2.32317
H -3.19426 -0.08039 -0.10450
H -3.04976 1.81878 0.61534
H -0.74904 -1.30140 -0.23737
H 1.61548 -0.39346 -1.90873
H 1.53754 1.33485 1.29553
C 3.64650 2.73818 2.97391
O 3.14320 3.64322 1.99285
H 3.24172 3.02774 3.93937
H 3.33154 1.71599 2.74881
H 4.73819 2.78518 3.01633
H 3.50124 3.38294 1.13910
C 1.29427 3.64522 -1.61734
O -0.06469 4.04255 -1.70904
H 1.91071 4.53070 -1.76605
H 1.49879 3.23342 -0.62307
H 1.54282 2.89723 -2.37630
H -0.62444 3.26842 -1.54204
C 0.01595 -1.44913 -7.56644
O -1.24049 -1.30941 -6.92002
H 0.71316 -0.78162 -7.06549
H 0.39225 -2.47357 -7.48825
H -0.04369 -1.16658 -8.62203
H -1.86497 -1.89660 -7.35495
C -2.19294 -3.98977 0.43066
O -1.84899 -4.27552 -0.92853
H -3.19352 -3.56855 0.44009
H -2.17777 -4.90227 1.03560
H -1.50117 -3.25959 0.85424
H -0.95402 -4.62782 -0.93409
C 2.35794 3.56557 6.90346
O 3.27251 2.46779 6.90492
H 2.39769 4.03493 5.92398
H 1.34217 3.21535 7.09235
H 2.64229 4.30031 7.66297
H 3.22389 2.05778 7.77210
C 5.00388 -0.43490 -3.38406
O 5.39328 -0.66380 -2.03635
H 5.89940 -0.47895 -4.00017
H 4.30175 -1.20277 -3.72201
H 4.54397 0.55100 -3.49109
H 4.59406 -0.62167 -1.49815
C 1.50675 -1.28570 3.81390
O 1.96145 -2.39772 4.60010
H 0.42100 -1.30797 3.79745
H 1.83411 -0.34243 4.25923
H 1.87372 -1.34771 2.79247
H 2.92123 -2.36970 4.60667
C -2.37242 -7.84238 -0.41614
O -2.48537 -7.29292 -1.71860
H -2.51784 -8.91772 -0.49796
H -1.38211 -7.65581 0.01172
H -3.13533 -7.43528 0.25395
H -2.35582 -6.34041 -1.64001
C -0.00695 2.99829 10.10611
O -0.35970 2.43403 8.85023
H 0.00580 4.07876 9.98549
H -0.73770 2.73915 10.87705
H 0.98608 2.66861 10.42651
H -0.37384 1.47768 8.94845
*
```

(5)
Density functional theory data (ωB97M-V/def2-TZVPD) for a molecular structure, C11H12BiBrCl at a distorted geometry.

Values from the calculation:
Kohn-Sham gap (alpha / beta): 6.05 / 6.05 eV
strongest force on any atom: 4.29 eV/Å
HOMO level (alpha / beta): -3.723 / -3.723 eV
energy above the lowest of the compared OMol25 structures with the same formula, charge and spin: 0.00 kcal/mol

```
! wB97M-V def2-TZVPD RIJCOSX def2/J DEFGRID3
* xyz -1 1
C -1.45261 -0.86965 -1.95263
C -1.50024 -1.86507 -0.96251
C -2.21348 -1.33336 0.18031
H -1.04906 -2.85698 -1.01851
C -2.62907 0.02580 -0.17570
C -2.13341 0.28975 -1.47614
H -2.21467 1.22522 -2.01216
H -0.95962 -0.95106 -2.91370
H -2.50857 -1.89958 1.06834
H -3.21174 0.69551 0.43988
Bi 0.04178 -0.45984 1.25291
Br 1.17180 -2.58083 2.15009
C 2.24917 1.30299 0.24001
C 1.42393 2.07288 -0.65179
C 1.26904 1.35251 -1.83408
H 0.96570 3.04690 -0.41757
C 1.97842 0.12266 -1.72289
C 2.61088 0.09374 -0.44966
H 3.22055 -0.72109 -0.05287
H 2.59401 1.60005 1.24034
H 0.66156 1.64083 -2.69677
H 1.97999 -0.68224 -2.45786
Cl -1.74230 0.71473 3.26001
C -0.61026 1.63904 2.38765
H -1.02192 2.34047 1.69425
H 0.41012 1.70023 2.73506
*
```

(6)
Density functional theory data (ωB97M-V/def2-TZVPD) for a gas-phase ion, C5H10N3O4 (charge +1) at a distorted geometry.

Values from the calculation:
Kohn-Sham gap: 6.74 eV
strongest force on any atom: 3.63 eV/Å
HOMO level: -13.843 eV
energy above the lowest of the compared OMol25 structures with the same formula, charge and spin: 197.96 kcal/mol

```
! wB97M-V def2-TZVPD RIJCOSX def2/J DEFGRID3
* xyz 1 1
C 0.26021 0.44142 0.50913
C 0.02702 -0.80519 -0.15863
C 0.07477 0.61281 1.89035
C 0.76673 1.56301 -0.35399
C 0.12741 -0.90425 -1.63690
N -2.01392 -1.10789 0.95574
N -1.16896 -1.71049 0.21869
N 1.14631 -1.89118 0.58465
O -1.09571 -2.85212 -0.13272
O 1.58765 -1.64729 1.66099
O 1.48191 -2.67881 -0.19316
O -2.98937 -1.78805 1.53628
H 0.94657 0.59947 2.48938
H -0.55966 -0.18071 2.47614
H -0.11080 1.65114 1.95528
H 0.05496 1.60386 -1.19237
H 1.66964 1.08992 -0.69759
H 0.74562 2.53056 0.15479
H -0.56825 -0.28667 -2.06386
H -0.18275 -1.99520 -2.01351
H 1.13045 -0.54025 -1.81941
H -3.13742 -2.65777 1.19308
*
```